# 1
Density functional theory data (ωB97M-V/def2-TZVPD) for one molecule with the formula C21H29N3O4S.

ORCA input file:
```
! wB97M-V def2-TZVPD RIJCOSX def2/J DEFGRID3
* xyz 0 1
S 6.78 -4.61 -3.95
O 4.63 -2.30 -1.74
O -0.02 0.24 2.14
O -0.20 1.24 -1.91
O 2.81 -1.65 -5.88
N 2.42 -1.96 -3.65
N 5.31 -2.46 -3.90
N 0.03 -0.91 -2.48
C 1.11 -2.64 -3.64
C 1.37 -6.41 -3.11
C 0.11 -1.94 -4.58
C 1.82 -6.83 -4.35
C -1.95 0.36 0.65
C 1.76 -4.55 -5.12
C 1.11 -5.07 -2.87
C -2.80 1.22 1.58
C -0.45 0.59 0.83
C 4.60 -1.26 -4.33
C 0.39 -0.26 -0.13
C 0.04 0.09 -1.57
C 5.81 -3.39 -4.89
C 2.01 -5.90 -5.36
C -0.15 -0.61 -3.90
C 1.29 -4.12 -3.88
C 0.48 -2.28 -2.28
C 3.16 -1.63 -4.72
C 1.89 -0.03 0.07
C 5.88 -4.25 -2.43
C 5.21 -2.90 -2.62
H -2.21 0.58 -0.38
H 2.14 1.01 -0.14
H -0.36 -2.95 -2.08
H 1.21 -7.13 -2.31
H 5.10 -4.98 -2.23
H -0.23 1.65 0.63
H 0.14 -1.30 0.08
H 2.37 -6.21 -6.33
H -0.47 0.82 2.77
H 2.91 -1.95 -2.76
H 0.78 -4.76 -1.89
H 2.49 -0.66 -0.60
H -2.63 0.97 2.63
H 6.47 -2.88 -5.60
H 5.09 -0.84 -5.21
H -2.15 -0.70 0.83
H 6.55 -4.20 -1.58
H 0.49 -1.84 -5.59
H 5.00 -3.87 -5.44
H 2.02 -7.88 -4.53
H -3.86 1.07 1.39
H -2.58 2.28 1.44
H -1.16 -0.22 -4.09
H 2.17 -0.26 1.10
H 0.55 0.16 -4.21
H 4.62 -0.55 -3.51
H -0.79 -2.56 -4.60
H 1.19 -2.37 -1.46
H 1.92 -3.83 -5.91
*
```

As for the molar mass: 419.55 g/mol. The frontier orbital gap comes out at 9.810 eV. The HOMO energy comes out at -0.339 hartree. The total energy is -45745.287 eV.

---

# 2
Density functional theory data (ωB97M-V/def2-TZVPD) for one molecule with the formula C21H29N3O4S in a non-equilibrium geometry.

ORCA input file:
```
! wB97M-V def2-TZVPD RIJCOSX def2/J DEFGRID3
* xyz 0 1
S -2.34 1.20 -3.89
O -2.06 2.11 -4.97
O -2.47 1.17 -0.68
O -2.99 -0.03 -4.20
O -2.14 -0.62 2.39
N -0.58 0.44 1.14
N 4.38 -1.81 4.34
N 2.16 -1.73 2.57
C 1.01 -1.33 1.81
C -3.55 1.29 -1.48
C 0.08 1.80 -2.61
C 1.97 -1.73 4.01
C 5.51 -2.41 5.04
C 3.40 -1.05 2.25
C 0.53 -0.91 -2.03
C 6.74 -1.50 5.03
C -2.81 0.32 0.34
C 0.52 0.12 2.02
C -0.14 3.25 -2.89
C -3.43 2.11 -2.68
C 1.46 0.05 -1.66
C -4.10 -0.10 0.18
C 4.56 -1.79 2.91
C -1.83 -0.01 1.39
C 1.23 1.38 -1.94
C 3.13 -2.48 4.66
C -0.83 0.82 -2.98
C -4.58 0.52 -1.00
C -0.62 -0.52 -2.70
H -0.70 3.71 -2.07
H 1.03 -2.24 4.24
H 0.19 -2.00 2.06
H -5.55 0.42 -1.43
H 3.41 -0.01 2.61
H 7.48 -1.88 5.73
H 3.00 -2.48 5.74
H 3.53 -1.05 1.17
H -4.63 -0.76 0.83
H 6.45 -0.50 5.33
H 3.13 -3.53 4.30
H 7.19 -1.46 4.04
H -2.94 3.07 -2.50
H -4.38 2.24 -3.19
H 0.15 0.23 3.05
H -0.70 3.37 -3.81
H 1.94 -0.71 4.42
H 5.20 -2.56 6.08
H 1.96 2.12 -1.64
H 0.81 3.77 -2.98
H -0.37 0.81 0.22
H 5.77 -3.40 4.62
H 4.61 -2.82 2.49
H 1.32 0.84 1.84
H 0.70 -1.95 -1.82
H 5.49 -1.28 2.67
H 2.37 -0.24 -1.15
H -1.36 -1.23 -3.02
H 1.26 -1.46 0.75
*
```

As for the molar mass: 419.55 g/mol. The frontier orbital gap comes out at 8.671 eV. The HOMO energy comes out at -0.308 hartree. The total energy is -45742.698 eV.

---

# 3
Density functional theory data (ωB97M-V/def2-TZVPD) for an isolated ion of composition C21H29N4O5 and charge -1 in a non-equilibrium geometry.

ORCA input file:
```
! wB97M-V def2-TZVPD RIJCOSX def2/J DEFGRID3
* xyz -1 1
O -4.27 2.63 -2.55
O 0.25 -2.48 -0.91
O -5.18 1.70 -0.66
O 2.43 0.38 -1.40
O 0.75 2.46 -0.18
N -2.85 0.45 -0.41
N 0.70 -1.41 -2.86
N -2.92 1.30 -1.33
N 3.04 -0.98 0.31
C -1.80 -0.39 -0.38
C -6.45 2.43 -0.87
C 5.46 -0.31 -0.08
C 2.16 -2.74 1.91
C -0.34 1.20 2.93
C 2.96 -1.45 1.72
C 0.40 1.49 0.52
C -1.98 -1.38 0.72
C 0.56 -0.39 -3.88
C 2.17 -0.10 -0.29
C -0.50 -0.19 -0.98
C 0.07 -1.46 -1.61
C -1.66 2.59 1.47
C -0.59 1.71 1.67
C 4.31 -1.26 -0.40
C 0.76 0.06 0.27
C 1.71 -2.40 -3.14
C -1.21 1.48 3.98
C -4.22 1.94 -1.55
C -2.57 2.82 2.51
C -2.33 2.28 3.78
H -0.31 0.26 -3.68
H 4.57 -2.28 -0.10
H 5.13 0.71 -0.31
H -0.98 1.09 4.96
H 1.16 -2.68 1.47
H -0.40 0.77 -1.55
H -6.24 3.52 -0.85
H 2.08 -2.86 3.00
H -1.93 -0.82 1.70
H 0.48 0.48 3.03
H 1.70 -2.74 -4.19
H 2.71 -3.61 1.49
H -2.96 -1.92 0.70
H -6.86 2.14 -1.86
H -1.20 -2.16 0.67
H 6.30 -0.59 -0.73
H -2.95 2.57 4.62
H -1.86 2.97 0.47
H 4.02 -1.63 2.01
H 4.07 -1.28 -1.47
H 0.50 -0.85 -4.89
H 1.50 0.19 -3.85
H 2.59 -0.61 2.34
H 5.73 -0.39 0.98
H 1.69 -3.26 -2.45
H -7.10 2.11 -0.04
H 2.68 -1.89 -3.03
H 0.44 -0.66 0.94
H -3.42 3.46 2.35
*
```

As for the molar mass: 417.49 g/mol. The frontier orbital gap comes out at 5.751 eV. The HOMO energy comes out at -0.110 hartree. The total energy is -38444.530 eV.

---

# 4
Density functional theory data (ωB97M-V/def2-TZVPD) for one molecule with the formula C21H29N5O2.

ORCA input file:
```
! wB97M-V def2-TZVPD RIJCOSX def2/J DEFGRID3
* xyz 0 1
O 2.32 0.47 9.14
O -3.74 1.15 0.14
N 0.45 -0.22 2.46
N -0.34 -1.45 -5.49
N -1.04 -0.41 -5.98
N -3.19 1.57 -2.00
N 4.51 0.24 8.67
C -1.29 0.14 0.92
C 1.61 -0.37 6.54
C -0.38 -2.36 -6.45
C -1.53 -0.67 -7.21
C -1.15 1.39 1.81
C -1.56 0.45 -0.54
C 3.80 0.32 5.86
C -1.22 0.77 -5.17
C -2.12 0.51 -3.98
C 2.88 0.07 6.87
C 3.44 0.13 4.53
C -1.42 -2.69 -8.82
C 3.19 0.28 8.32
C 1.26 -0.58 5.22
C 1.81 -0.59 2.76
C -2.27 1.75 -3.10
C -2.92 1.08 -0.75
C 0.20 1.22 2.52
C 0.03 -0.60 1.12
C 2.18 -0.34 4.20
C -1.13 -1.94 -7.56
H 5.21 -0.09 8.04
H -1.52 -0.47 -1.14
H 0.12 -3.31 -6.32
H 0.78 -0.30 0.36
H 4.72 0.34 9.65
H 0.89 -0.55 7.33
H 4.78 0.72 6.09
H -3.11 0.19 -4.33
H 0.19 1.57 3.55
H 0.27 -0.93 4.96
H -1.63 1.55 -5.81
H -0.23 1.11 -4.84
H -1.17 2.32 1.23
H -2.11 -0.47 1.29
H -0.07 -1.69 1.04
H -2.33 -3.28 -8.74
H -1.54 -2.01 -9.66
H 2.52 -0.05 2.10
H 1.93 -1.66 2.55
H -2.11 0.07 -7.74
H -1.29 2.06 -2.73
H -1.71 -0.31 -3.40
H -1.97 1.45 2.53
H -2.64 2.58 -3.70
H 4.16 0.36 3.75
H 1.00 1.78 2.00
H -0.60 -3.36 -9.07
H -4.11 1.98 -2.07
H -0.77 1.10 -0.94
*
```

As for the molar mass: 383.50 g/mol. The frontier orbital gap comes out at 9.374 eV. The HOMO energy comes out at -0.322 hartree. The total energy is -33794.200 eV.

---

# 5
Density functional theory data (ωB97M-V/def2-TZVPD) for C21H29N8O8V as an isolated structure.

ORCA input file:
```
! wB97M-V def2-TZVPD RIJCOSX def2/J DEFGRID3
* xyz 2 1
V -0.17 -0.41 0.47
O -1.56 -0.17 -0.57
O -3.00 -2.16 -1.57
O -1.26 -1.53 1.84
O -3.44 1.76 -6.16
O -1.77 3.09 -5.83
O 0.71 2.81 -1.33
O -4.72 -1.36 -2.59
O 0.78 0.65 -0.73
N -3.57 -1.31 -2.23
N 2.22 -2.65 -0.75
N -2.05 2.22 1.69
N -0.07 0.98 1.86
N -2.50 2.18 -5.53
N -0.18 3.38 1.92
N 1.51 -1.27 1.02
N 3.43 -2.70 1.10
C -0.91 1.33 -2.26
C -3.04 0.47 -3.84
C 0.26 1.70 -1.40
C -2.23 1.51 -4.23
C -2.51 3.61 1.79
C 2.36 -2.17 0.50
C -2.95 1.14 2.09
C 1.79 -0.57 2.29
C 1.21 3.80 1.70
C -0.71 2.16 1.81
C 4.11 -3.65 0.20
C -1.74 0.30 -1.82
C 1.35 0.90 2.23
C -1.16 1.95 -3.47
C -0.90 -2.22 0.93
C -1.06 -3.63 0.57
C 3.42 -3.41 -1.14
C -1.22 4.40 1.69
C 3.67 -2.85 2.53
C 1.34 -2.16 -1.79
C -2.78 -0.15 -2.64
H 1.31 -2.91 -2.58
H 1.99 1.42 1.52
H 4.39 -2.11 2.90
H -0.10 -4.05 0.28
H 1.56 3.50 0.71
H 2.85 -0.56 2.51
H 3.96 -4.66 0.56
H 4.03 -2.81 -1.82
H -3.22 3.85 1.00
H 2.75 -2.79 3.11
H 1.27 -1.07 3.12
H 1.49 1.31 3.23
H 1.87 3.43 2.48
H 0.31 -2.06 -1.42
H -3.01 3.75 2.76
H -2.45 0.47 2.78
H -1.14 5.19 2.44
H -1.51 -4.18 1.40
H -1.72 -3.66 -0.31
H 4.10 -3.84 2.70
H -3.80 1.58 2.60
H 3.14 -4.33 -1.65
H 1.22 4.88 1.75
H 5.18 -3.44 0.17
H -0.54 2.77 -3.82
H -3.32 0.58 1.23
H -3.86 0.14 -4.47
H 1.67 -1.21 -2.21
H -1.07 4.84 0.71
*
```

As for the molar mass: 572.46 g/mol. The frontier orbital gap (spin up / spin down) comes out at 7.012 / 7.011 eV. The HOMO energy (spin up / spin down) comes out at -0.549 / -0.549 hartree. The total energy is -76216.821 eV.

---

# 6
Density functional theory data (ωB97M-V/def2-TZVPD) for C21H29NO5P2Ru as an isolated structure.

ORCA input file:
```
! wB97M-V def2-TZVPD RIJCOSX def2/J DEFGRID3
* xyz 2 1
Ru 0.15 0.06 -0.08
P -0.26 -2.21 0.20
P 2.14 -0.43 1.06
O -2.00 3.71 -6.66
O -0.74 5.07 -5.55
O 1.06 1.89 -0.58
O -0.71 0.04 -1.83
O -0.63 0.30 1.50
N -1.30 4.02 -5.72
C -0.02 -3.12 -1.34
C 0.74 2.61 -1.56
C 1.71 -4.62 2.85
C 2.76 -3.80 3.26
C -1.12 2.98 -4.68
C 0.79 -4.16 1.92
C 3.54 -0.49 -0.07
C 2.90 -2.52 2.75
C -0.13 2.27 -2.62
C -1.77 1.75 -4.81
C -0.79 1.02 -2.73
C -1.67 1.34 1.75
C 0.91 -2.87 1.41
C -2.56 0.73 2.82
C -2.41 1.60 0.46
C 1.97 -2.06 1.82
C -1.93 -2.57 0.77
C -1.60 0.79 -3.84
C -0.93 2.58 2.26
C -0.31 3.25 -3.62
C 2.50 0.80 2.32
H 3.72 -1.90 3.08
H 0.18 4.21 -3.55
H -1.65 3.38 2.46
H -2.83 0.68 0.06
H -0.41 2.37 3.19
H -2.10 -0.17 -3.92
H 3.71 0.51 -0.49
H -3.12 -0.11 2.42
H 1.62 -5.62 3.25
H -2.06 -3.65 0.88
H -1.77 2.08 -0.29
H -2.10 -2.09 1.73
H -0.22 2.95 1.52
H -1.97 0.41 3.68
H 3.48 -4.17 3.99
H -0.02 -4.81 1.61
H 3.50 0.63 2.73
H 2.47 1.79 1.86
H -3.28 1.48 3.16
H 1.02 -3.05 -1.66
H -2.65 -2.21 0.04
H 4.43 -0.80 0.47
H -3.23 2.28 0.67
H 1.21 3.59 -1.61
H -2.39 1.58 -5.67
H 1.76 0.73 3.11
H -0.67 -2.69 -2.11
H 3.35 -1.20 -0.87
H -0.28 -4.17 -1.20
*
```

As for the molar mass: 538.48 g/mol. The frontier orbital gap (spin up / spin down) comes out at 6.748 / 6.875 eV. The HOMO energy (spin up / spin down) comes out at -0.559 / -0.559 hartree. The total energy is -55118.049 eV.